DFT (ωB97M-V with the def2-TZVPD basis set) results for the molecule C3H3N3O2.

Cartesian coordinates (Å):
O 1.470 1.836 -0.816
C 0.879 0.998 -0.217
N 0.957 0.637 1.136
C 0.279 -0.331 1.616
N -0.683 -1.053 0.904
C -0.894 -0.765 -0.452
O -1.674 -1.425 -1.140
N -0.131 0.297 -0.907
H 0.475 -0.615 2.636
H -1.158 -1.818 1.289
H -0.270 0.570 -1.893

Its SMILES is O=c1nc[nH]c(=O)[nH]1. For the HOMO-LUMO gap, the calculation gives 11.04 eV.



DFT (ωB97M-V with the def2-TZVPD basis set) results for the molecule C3H4N2O2.

Cartesian coordinates (Å):
O -1.119 1.159 0.515
C 0.030 0.508 0.253
O 1.109 1.240 -0.241
C -0.229 -0.688 -0.692
C 0.139 -1.794 -0.015
N 0.547 -1.437 1.338
N 0.519 -0.235 1.479
H -0.888 1.670 1.349
H 1.109 2.207 -0.035
H -0.629 -0.415 -1.615
H 0.145 -2.862 -0.109

Its SMILES is OC1(O)C=CN=N1. For the HOMO-LUMO gap, the calculation gives 9.28 eV.



DFT (ωB97M-V with the def2-TZVPD basis set) results for the molecule C3H5F3OSi.

Cartesian coordinates (Å):
C -1.743 -0.365 0.655
Si -0.905 0.460 -0.830
C 0.738 0.836 0.063
O 1.042 1.867 0.521
C 1.819 -0.371 -0.043
F 1.170 -1.570 -0.025
F 2.664 -0.315 1.014
F 2.558 -0.210 -1.152
H -1.370 0.053 1.609
H -2.787 -0.470 0.687
H -1.483 -1.451 0.767
H -0.467 -0.334 -1.901
H -1.237 1.869 -1.362

Its SMILES is C[SiH2]C(=O)C(F)(F)F. For the HOMO-LUMO gap, the calculation gives 9.87 eV.



DFT (ωB97M-V with the def2-TZVPD basis set) results for C4H9N2 as an isolated structure.

Cartesian coordinates (Å):
C 1.415 0.365 0.995
C -0.498 0.686 -2.034
C 1.159 0.037 2.176
C -1.337 -0.979 -0.692
N 0.709 -0.271 3.340
N -0.195 -0.071 -1.074
H 2.218 0.756 0.444
H 0.824 -0.083 -0.202
H 0.185 1.367 -2.516
H -1.526 0.596 -2.406
H -1.235 -1.890 -1.211
H -1.223 -1.246 0.339
H -2.318 -0.411 -0.911
H 0.046 0.354 3.760
H 1.197 -0.935 3.970

For the HOMO-LUMO gap, the calculation gives 10.44 eV. As for the net charge: +1.



DFT (ωB97M-V with the def2-TZVPD basis set) results for an isolated ion of composition C6H8N5S and charge +1.

Cartesian coordinates (Å):
C -1.460 0.373 -0.554
N -0.593 0.031 0.593
N -0.590 -1.381 0.592
C 0.408 -2.216 0.408
N 1.618 -1.785 0.067
C 1.859 -0.412 0.147
C 0.915 0.532 0.326
N 1.033 1.853 0.385
C 2.331 2.311 0.298
N 3.315 1.530 0.127
C 3.209 0.151 0.091
S 4.394 -0.941 -0.242
H -1.121 -0.219 -1.484
H -2.489 0.132 -0.057
H -1.282 1.347 -0.714
H -1.506 -1.783 0.795
H 0.318 -3.225 0.448
H 2.448 -2.447 -0.175
H 0.338 2.564 0.348
H 2.281 3.434 0.403

Its SMILES is CN1[NH+]=CNc2c1[nH]cnc2=S. For the HOMO-LUMO gap, the calculation gives 7.97 eV. As for the net charge: +1.



DFT (ωB97M-V with the def2-TZVPD basis set) results for the molecule C2H8N4S2.

Cartesian coordinates (Å):
C -2.086 1.952 -0.363
N -1.005 1.630 0.620
N 0.095 1.030 0.019
C 0.404 -0.294 0.333
N 1.610 -0.765 0.399
S 2.845 0.227 -0.338
N -0.664 -1.106 0.735
S -1.886 -1.462 -0.358
H -2.173 1.350 -1.290
H -1.983 2.975 -0.698
H -3.125 1.965 0.051
H -1.418 0.947 1.278
H 0.865 1.675 0.082
H 3.765 -0.780 -0.306
H -0.243 -1.911 1.169
H -1.185 -1.922 -1.397

Its SMILES is CNN/C(=N\S)NS. For the HOMO-LUMO gap, the calculation gives 8.93 eV.



no.,largest force on an atom (eV/Å),E_HOMO (eV),LUMO level (hartree)
1,2.76,-10.8,0.0086
2,3.46,-9.3,0.0002
3,3.63,-9.6,0.0107
4,2.24,-13.9,-0.1288
5,6.37,-12.1,-0.1522
6,2.80,-8.3,0.0238